74
Properties=species:S:1:pos:R:3 method="wB97M-V/def2-TZVPD" e_lumo_ev=2.15 total_energy_ev=-136858.729 charge=-1 relative_energy_kj_mol=47.5 orbital_gap_ha=0.2010 spin_multiplicity=1
C -0.56 -3.32 -2.27
C 1.27 3.84 -0.82
H -4.72 0.93 3.14
H -1.57 5.62 -1.16
C -2.65 0.85 2.58
C -2.45 -5.31 -4.45
C -0.05 2.78 3.63
H 0.01 -4.11 -1.80
H 3.99 1.43 3.85
O -2.21 4.02 0.36
C -0.73 -2.13 -1.60
C -0.07 4.24 -0.65
H 5.41 0.24 2.78
C -1.03 -4.74 -4.34
C 4.64 -0.05 2.08
C -0.45 -4.46 -5.73
C 3.32 0.40 2.27
H 0.55 -4.05 -5.64
H 4.06 -1.78 -0.74
H -1.06 -3.75 -6.28
Br 0.31 -1.58 3.64
H -0.40 -5.38 -6.31
H 0.88 -5.42 -3.57
C -2.46 -1.37 4.17
H -2.45 -6.25 -5.00
C -1.99 -1.16 -3.41
H 1.80 -0.96 -0.21
C 3.89 -1.17 0.13
N -1.47 0.26 2.72
H -3.11 -4.61 -4.96
H -0.99 2.70 3.13
C -3.69 -0.72 4.07
C 4.93 -0.85 1.00
C -1.43 -1.05 -2.15
C -1.82 -2.36 -4.08
C -0.53 5.36 -1.33
N 0.89 1.94 3.21
N 2.32 0.05 1.47
H -0.66 4.36 4.94
H -2.66 1.70 1.91
H -2.85 -5.49 -3.46
B -0.62 -0.40 -0.19
C -0.14 -5.79 -3.67
H -0.11 6.99 -2.66
C -1.12 -3.44 -3.54
H -2.52 -0.34 -3.86
C -3.78 0.41 3.24
Mg 0.24 0.99 1.16
O -0.25 -1.76 -0.39
C 1.39 3.77 5.25
C -1.07 3.54 0.23
S 2.09 2.52 -0.07
C 2.38 2.93 4.80
C 2.09 2.03 3.76
H -0.52 -6.05 -2.68
H -0.12 -6.69 -4.28
H 1.59 4.47 6.05
H 3.11 4.30 -1.80
H 3.37 2.96 5.23
C -1.40 -0.81 3.48
H -2.24 -2.45 -5.07
H 5.93 -1.21 0.83
O -0.70 2.49 0.84
C 0.27 6.11 -2.16
H -2.34 -2.25 4.77
N 3.13 1.22 3.37
C 0.14 3.70 4.65
H 2.26 6.29 -2.97
H -5.52 -0.63 4.61
O -4.75 -1.20 4.77
C 1.60 5.72 -2.33
C 2.63 -0.70 0.42
O -1.39 -0.02 -1.29
C 2.08 4.62 -1.67

---

71
Properties=species:S:1:pos:R:3 method="wB97M-V/def2-TZVPD" e_lumo_ev=-2.45 total_energy_ev=-65565.621 relative_energy_kj_mol=96.2 orbital_gap_ha=0.1546 spin_multiplicity=1
H 0.94 -2.27 3.30
O -2.67 0.87 3.39
C -5.81 1.03 -1.31
C 0.77 1.65 0.74
H -3.25 -1.74 4.93
H -0.81 -1.20 4.45
H -6.21 0.31 -2.03
C 1.45 0.61 0.11
C -0.33 -0.22 4.43
C -3.54 -1.29 3.97
C 1.81 0.96 3.96
H -2.76 3.04 11.93
H -1.95 -0.66 6.44
F 2.18 3.23 -0.36
H -0.47 1.78 5.24
C -3.74 0.24 4.11
C -0.76 0.73 5.37
H -0.90 2.25 1.94
H -6.63 1.40 -0.69
H -3.92 1.29 10.29
H -0.26 2.64 7.20
C -2.79 0.76 8.54
H -0.64 -1.92 0.98
H -5.38 1.88 -1.86
H 5.51 0.73 2.55
H -3.31 -0.19 8.38
C -1.40 3.15 8.96
H 3.31 -2.33 2.53
C -2.43 2.77 9.84
H 2.36 0.79 -0.45
H 5.01 -0.48 1.34
H -4.66 -1.63 -1.33
H -3.69 0.56 5.16
F 2.03 3.33 1.83
B -2.12 -0.17 2.57
C 1.57 -1.38 3.38
F 1.47 -2.98 0.36
C 1.66 -1.84 -0.38
C -2.81 3.62 11.00
C -2.97 -0.14 1.16
H -2.79 -2.19 0.46
H 3.74 1.82 3.57
C 1.01 -0.21 3.93
C -0.88 0.12 1.61
H -4.46 -1.77 3.59
C 5.05 -0.25 2.42
C -3.28 -1.23 0.37
H 1.38 1.90 4.33
F 1.26 -2.13 -1.66
C -3.11 1.57 9.61
H -3.84 3.99 10.91
H 5.68 -1.01 2.90
C -4.29 -0.92 -0.59
H -0.87 4.09 9.14
H -2.14 4.48 11.09
C -1.07 2.35 7.87
C 1.32 3.04 0.68
S -3.96 1.22 0.82
O -2.46 -1.48 3.05
H -4.70 0.56 3.66
C -1.52 0.35 6.45
F 3.01 -1.62 -0.42
C -1.78 1.15 7.61
F 0.34 3.98 0.58
C 2.88 -1.40 2.93
C -4.77 0.37 -0.48
C 0.93 -0.68 0.22
C 3.66 -0.24 2.97
C -0.24 -0.91 0.94
C 3.11 0.93 3.50
C -0.39 1.41 1.47

---

78
Properties=species:S:1:pos:R:3 method="wB97M-V/def2-TZVPD" e_lumo_ev="2.53 / 0.50" total_energy_ev=-76586.682 s2=6.090 charge=-1 relative_energy_kj_mol=42.1 orbital_gap_ha="0.2388 / 0.1926" spin_multiplicity=5
H -5.65 2.88 0.32
C -5.40 1.82 0.48
H 5.60 1.31 -2.30
F 0.17 0.03 4.47
H -5.39 0.47 3.30
H -3.31 3.58 0.78
C -3.31 -3.90 -0.21
H -0.31 -2.48 0.80
C -4.75 -0.24 2.78
F 0.30 -1.88 3.49
C 2.19 1.19 2.59
F 1.35 4.81 -1.92
H -3.51 -3.21 -1.04
H 2.83 -5.08 1.78
C 3.05 -3.12 0.91
H 3.33 -3.62 -1.16
C 4.54 1.51 -2.36
C 3.69 0.95 -1.44
C -3.01 2.52 0.80
F -0.44 0.67 -3.46
F 2.36 1.93 1.48
C 4.94 2.93 -4.42
C 1.22 -0.01 2.32
C 1.80 2.15 -2.41
H -5.37 -1.89 4.00
H -2.11 2.44 1.40
H -4.26 -4.16 0.25
C 1.94 -0.97 1.34
C -2.35 -3.23 0.80
F 1.73 2.02 3.54
H -4.41 2.19 2.35
H -3.93 -3.50 2.81
F 3.44 0.79 2.97
H -5.18 1.37 -0.49
H -2.86 -4.80 -0.62
C -3.93 -2.46 2.51
C -3.96 0.23 1.74
C 1.98 -0.70 -0.05
F -1.65 2.45 -3.73
C -3.07 -0.68 1.08
C -3.09 -2.07 1.47
F -0.78 4.79 -2.24
C 4.04 2.34 -3.37
N -2.29 -0.24 0.09
N 1.48 0.50 -0.61
F 0.20 2.20 -4.83
C 2.98 -2.88 -0.46
C 2.68 2.65 -3.35
C -4.16 1.71 1.39
C 2.47 -1.68 -0.92
C 2.29 1.19 -1.47
O 0.01 0.41 1.91
C 0.36 4.24 -2.64
F 0.54 4.63 -3.93
H 4.27 -4.21 2.31
H -6.27 1.32 0.91
O -0.33 2.48 -1.27
C -0.40 2.00 -3.63
C 0.95 -0.72 3.70
H -2.78 2.22 -0.22
H 2.41 -1.48 -1.98
H 2.31 3.33 -4.10
F 2.05 -1.01 4.44
C -4.74 -1.56 3.18
C 3.63 -4.40 1.45
Pt -0.56 0.46 -0.28
H 4.98 4.01 -4.33
H 5.96 2.54 -4.33
H -0.57 -3.97 -0.13
H 4.57 2.69 -5.42
H -1.09 -2.41 -0.78
C -1.00 -3.00 0.13
C 2.53 -2.16 1.77
H 4.22 -4.92 0.69
H 2.57 -2.37 2.83
H -2.17 -3.95 1.60
C 0.34 2.67 -2.41
H 4.09 0.33 -0.65